# 1
C18H20F2N2O3 in the gas phase at a distorted geometry. Source: the Open Molecules 2025 dataset; level of theory: ωB97M-V/def2-TZVPD.

Summary:
- orbital gap (Eh) = 0.330
- relative energy (zero: lowest compared OMol25 entry of this formula, charge and spin) (kcal per mole) = 2.63
- HOMO level (Eh) = -0.306

Structure (XYZ):
```
45
Properties=species:S:1:pos:R:3:forces:R:3
C 8.357658 -0.883839 -0.421374 0.16 0.13 -0.08
O 7.299192 -1.674978 0.059551 -0.30 -0.15 0.09
C 6.025496 -1.208788 -0.072981 -0.14 -0.03 0.03
C 5.674306 0.005345 -0.650443 0.39 -0.05 0.01
C 4.340768 0.371439 -0.728524 -0.15 -0.14 0.07
C 3.335006 -0.449614 -0.244159 -0.06 0.12 -0.19
C 1.897182 -0.019183 -0.293998 0.10 0.15 0.35
C 1.537769 0.756771 0.981508 -0.01 -0.15 -0.24
N 0.116746 1.075649 1.021628 0.01 0.07 0.30
C -0.265980 2.218759 0.209475 0.01 0.15 0.00
C -1.780620 2.288453 0.016779 0.32 -0.25 0.07
O -2.356570 3.326622 -0.218981 -0.11 0.30 -0.08
N -2.350038 1.060435 0.115141 0.27 -0.32 0.07
C -3.688423 0.692449 0.001220 -0.46 0.03 -0.09
C -4.699340 1.607956 -0.288603 0.13 0.08 0.00
C -6.006700 1.180477 -0.387647 -0.22 -0.48 0.06
C -6.324035 -0.158754 -0.201236 -0.05 0.15 -0.03
O -7.687843 -0.470937 -0.326611 0.65 0.67 -0.04
C -8.118606 -1.718979 -0.163082 -1.16 -0.93 0.02
F -7.569193 -2.602802 -1.038501 0.19 0.06 -0.28
F -7.841157 -2.232797 1.065172 0.12 0.16 0.28
C -5.329888 -1.078745 0.085565 -0.08 -0.10 0.01
C -4.019477 -0.647018 0.184947 -0.01 0.25 -0.04
C 3.696532 -1.661900 0.334305 0.11 0.07 -0.05
C 5.018482 -2.040569 0.418825 0.23 0.01 0.00
H 9.265478 -1.448038 -0.213537 -0.04 0.08 -0.04
H 8.276643 -0.715298 -1.500271 0.00 0.01 0.05
H 8.406459 0.080781 0.094629 -0.01 -0.03 -0.03
H 6.424432 0.673631 -1.043192 0.10 0.03 -0.03
H 4.084781 1.318305 -1.182723 -0.04 0.10 -0.06
H 1.730604 0.609293 -1.169909 -0.05 -0.04 -0.05
H 1.242641 -0.889116 -0.365178 -0.05 0.02 -0.04
H 2.169527 1.656379 1.049605 0.00 -0.09 0.04
H 1.762976 0.124055 1.843382 0.03 0.07 -0.03
H -0.162600 1.249881 1.982801 0.03 -0.03 -0.11
H 0.076560 3.185348 0.607967 -0.12 -0.12 -0.09
H 0.170534 2.102376 -0.787043 -0.02 0.06 0.05
H -1.688850 0.322888 0.343715 -0.07 0.21 0.00
H -4.450803 2.645985 -0.432029 0.00 0.03 -0.01
H -6.799827 1.875342 -0.609961 -0.09 0.11 -0.03
H -9.211218 -1.738781 -0.300984 0.41 0.11 0.03
H -5.548125 -2.123743 0.234592 -0.05 -0.01 -0.01
H -3.243496 -1.364211 0.409394 0.09 -0.09 0.02
H 2.929761 -2.319065 0.718316 -0.09 -0.09 0.04
H 5.303259 -2.981461 0.862464 0.03 -0.12 0.05
```
Positions in Å, forces in eV/Å.

---

# 2
C18H20F4N7ReTe as an isolated structure. Source: the Open Molecules 2025 dataset; level of theory: ωB97M-V/def2-TZVPD.

Summary:
- multiplicity = 4
- orbital gap (alpha / beta) (Eh) = 0.229 / 0.225
- relative energy (zero: lowest compared OMol25 entry of this formula, charge and spin) (kcal per mole) = 34.27
- HOMO level (alpha / beta) (Eh) = -0.368 / -0.377
- total charge = +1

Structure (XYZ):
```
51
Properties=species:S:1:pos:R:3:forces:R:3
Re 0.995361 -0.335627 -0.229858 -0.10 -0.04 0.19
C 3.372198 1.389871 1.126603 0.02 -0.03 0.01
C 2.050416 1.785595 1.759063 -0.08 0.02 0.00
N 0.827514 1.605083 0.903786 0.07 0.02 0.03
C 0.670946 2.787396 -0.009246 -0.11 -0.02 0.13
C 1.664454 2.938647 -1.147350 0.07 -0.05 -0.04
C -0.372036 1.697196 1.811821 0.04 0.14 -0.12
C -0.532788 0.679802 2.937034 -0.14 0.09 0.15
N -0.632185 -0.712630 2.591610 0.16 -0.11 0.02
C -1.869184 -1.293098 2.302264 -0.07 -0.02 -0.03
C -2.579313 -1.051783 1.128685 -0.03 -0.07 -0.03
F -2.050060 -0.233152 0.187066 -0.01 0.00 -0.01
C -3.790229 -1.660046 0.862638 -0.01 0.03 -0.01
F -4.410507 -1.376881 -0.289813 -0.02 -0.02 -0.01
C -4.350009 -2.548582 1.758301 0.15 0.04 0.04
C -3.650123 -2.818069 2.919245 0.02 0.05 -0.03
F -4.148868 -3.672630 3.811068 -0.02 -0.03 0.01
C -2.435235 -2.206697 3.189422 -0.14 -0.04 -0.04
F -1.795798 -2.503779 4.315922 0.02 -0.01 0.07
H 4.152588 1.484439 1.882473 0.01 0.00 0.00
H 3.663607 1.997508 0.277947 -0.01 0.06 -0.07
H 3.362677 0.337412 0.822617 -0.01 0.03 0.00
H 2.065455 2.828461 2.093209 0.04 0.00 -0.01
H 1.907543 1.158829 2.635385 0.05 0.04 -0.03
H 0.681709 3.688849 0.612579 0.03 -0.01 -0.01
H -0.340638 2.721682 -0.407976 0.08 0.02 0.08
H 2.587361 3.417483 -0.834107 0.04 0.00 0.04
H 1.224483 3.570577 -1.919598 -0.01 0.01 0.01
H 1.918082 1.982905 -1.612475 -0.01 0.01 0.01
H -1.249498 1.679307 1.166903 0.01 -0.04 0.05
H -0.335623 2.685947 2.287452 -0.01 0.00 -0.03
H -1.452890 0.981636 3.451304 0.02 -0.01 0.00
H 0.260809 0.795861 3.679673 0.00 0.00 -0.04
H -5.299084 -3.023563 1.559126 -0.02 0.00 -0.01
N 2.337979 -3.575086 -2.648828 -0.01 0.04 0.00
C 2.270073 -3.044977 -1.431478 0.00 0.06 0.08
N 1.567734 -1.923510 -1.504730 0.10 -0.20 0.01
C 1.224601 -1.841089 -2.824334 -0.01 0.03 -0.08
N 1.675523 -2.826163 -3.553470 -0.03 0.04 0.03
C 0.375580 -0.731063 -3.232288 -0.03 0.05 0.04
C -0.139628 -0.579453 -4.509304 -0.02 0.01 0.05
N -0.974444 0.407787 -4.807240 0.01 -0.03 -0.06
C -1.312544 1.221091 -3.818376 -0.02 0.08 0.14
C -0.803199 1.084714 -2.532288 0.01 -0.07 -0.07
N 0.070699 0.123219 -2.232081 -0.02 -0.02 -0.11
H 2.799805 -4.421692 -2.941704 0.01 -0.03 0.01
H 2.707751 -3.466232 -0.542682 0.01 -0.02 0.00
H 0.127551 -1.276082 -5.293685 0.01 -0.01 0.00
H -2.012427 2.016998 -4.038532 -0.01 -0.01 -0.03
H -1.107621 1.744097 -1.734459 -0.02 -0.05 -0.10
Te 1.081414 -1.690502 2.022721 -0.03 0.04 -0.28
```
Positions in Å, forces in eV/Å.

---

# 3
C18H20I2MnN2OSeSi as an isolated structure. Source: the Open Molecules 2025 dataset; level of theory: ωB97M-V/def2-TZVPD.

Summary:
- multiplicity = 2
- orbital gap (alpha / beta) (Eh) = 0.260 / 0.261
- relative energy (zero: lowest compared OMol25 entry of this formula, charge and spin) (kcal per mole) = 0.00
- HOMO level (alpha / beta) (Eh) = -0.270 / -0.277

Structure (XYZ):
```
46
Properties=species:S:1:pos:R:3:forces:R:3
Mn -0.078765 -1.040611 -0.979489 0.33 -0.32 -0.32
I -1.955603 -4.984544 1.747861 0.12 -0.09 0.02
C -2.788710 -3.224826 1.050848 -0.28 0.14 -0.05
C -4.176707 -3.012396 1.202634 0.03 -0.04 0.04
C -4.794848 -1.871609 0.769337 0.32 0.00 -0.09
I -6.844491 -1.667254 1.029631 -0.16 0.02 0.03
C -4.022810 -0.850342 0.147327 -0.16 -0.02 0.08
C -4.512592 0.383594 -0.333284 -0.02 -0.01 0.01
C -3.657448 1.293584 -0.891456 0.06 -0.04 0.05
C -2.292485 0.982402 -0.991641 -0.11 0.01 0.03
N -1.805393 -0.161956 -0.563486 -0.29 0.10 -0.25
C -2.646386 -1.079318 0.001979 0.18 0.05 0.09
C -1.991024 -2.281488 0.437510 0.06 0.08 0.01
O -0.705975 -2.380367 0.232793 -0.01 -0.18 0.38
H -4.758148 -3.787369 1.683727 -0.02 0.01 -0.01
H -5.570168 0.596790 -0.252192 0.00 0.02 -0.01
H -4.016250 2.241160 -1.265844 0.00 0.01 0.00
H -1.594076 1.674956 -1.444041 0.02 -0.05 -0.06
N 1.474334 -0.172409 0.067678 0.14 -0.08 0.24
C 2.577320 -1.033917 -0.285839 -0.03 0.01 -0.01
C 3.465666 -0.660706 -1.285519 -0.03 -0.03 0.05
C 4.476560 -1.533565 -1.650953 0.04 0.02 0.00
C 4.591676 -2.773960 -1.037085 0.03 0.03 0.02
C 3.686129 -3.143388 -0.054807 0.01 0.00 0.01
C 2.672189 -2.276007 0.326449 0.01 -0.03 -0.06
H 1.301634 -0.208481 1.067378 -0.02 0.06 0.00
H 1.650493 0.789889 -0.198204 0.02 -0.01 -0.01
H 3.350936 0.293012 -1.785627 0.00 0.01 0.00
H 5.171458 -1.247544 -2.429378 0.00 0.00 -0.01
H 5.379529 -3.451697 -1.336292 0.00 -0.02 0.01
H 3.757747 -4.113942 0.417358 0.01 0.00 -0.01
H 1.945836 -2.571891 1.074148 -0.03 0.02 -0.01
C 2.308163 -1.248432 -5.759236 -0.05 -0.02 0.02
Si 1.102781 -2.240361 -4.715187 0.28 -0.22 0.03
C 2.034545 -3.557835 -3.756096 -0.11 0.04 -0.01
C -0.202092 -3.025912 -5.806945 0.08 0.00 0.00
Se 0.022077 -0.836272 -3.339895 -0.43 0.61 -0.20
H 2.859531 -1.886216 -6.454286 0.00 -0.03 0.00
H 3.029415 -0.734805 -5.120401 0.01 -0.01 0.01
H 1.780304 -0.490177 -6.340284 -0.01 0.01 0.01
H 2.599549 -4.223343 -4.413114 0.00 0.00 -0.03
H 1.335383 -4.162818 -3.174444 0.00 -0.01 -0.01
H 2.728893 -3.092490 -3.055047 0.01 -0.01 -0.02
H 0.250024 -3.656516 -6.576644 0.01 -0.02 0.00
H -0.801981 -2.260756 -6.301385 0.00 0.02 0.00
H -0.874567 -3.642148 -5.208164 0.00 0.00 0.01
```
Positions in Å, forces in eV/Å.

---

# 4
C18H20MoN4O7 as an isolated structure. Source: the Open Molecules 2025 dataset; level of theory: ωB97M-V/def2-TZVPD.

Summary:
- orbital gap (Eh) = 0.234
- relative energy (zero: lowest compared OMol25 entry of this formula, charge and spin) (kcal per mole) = 20.02
- HOMO level (Eh) = -0.560
- total charge = +2

Structure (XYZ):
```
50
Properties=species:S:1:pos:R:3:forces:R:3
Mo 1.186731 1.212857 1.577733 0.45 0.00 0.37
O 0.282975 -0.857128 1.041593 0.12 -0.07 -0.06
C 0.425301 -2.160401 1.654249 0.00 0.02 0.00
C 1.825759 -2.704408 1.424256 0.07 -0.12 0.10
N 2.836163 -1.716261 1.739775 -0.19 0.31 -0.03
C 3.077321 -1.448920 3.129056 0.03 -0.07 -0.03
C 1.933429 -0.751184 3.893962 0.22 -0.02 0.10
O 1.621333 -0.990284 5.003900 -0.04 0.00 -0.04
O 1.301090 0.267741 3.181470 -0.41 0.07 -0.26
C 3.697311 -1.263369 0.681742 0.14 -0.16 -0.04
C 2.989464 -0.189567 -0.141912 0.02 -0.24 -0.05
O 2.569655 -0.215097 -1.244875 0.07 -0.07 0.03
O 2.748026 0.923863 0.692176 -0.04 0.21 -0.11
H 0.002235 -0.931784 0.120542 -0.08 0.00 0.01
H -0.341870 -2.822586 1.256087 0.02 -0.01 -0.03
H 0.214905 -2.013462 2.710867 -0.03 -0.01 0.00
H 1.951668 -3.024003 0.388944 -0.03 0.05 -0.02
H 1.943752 -3.596812 2.049426 0.03 -0.01 -0.02
H 3.959347 -0.816831 3.249848 -0.01 0.01 -0.02
H 3.257037 -2.369360 3.691676 0.00 0.01 0.02
H 3.952548 -2.071839 -0.004754 0.01 -0.01 0.02
H 4.625302 -0.846089 1.073024 -0.02 0.02 0.04
C -4.451250 -2.209090 -3.101625 0.00 -0.02 0.01
C -3.478051 -1.139105 -2.733985 0.00 0.02 0.02
C -3.633384 -0.427908 -1.535469 0.02 -0.02 -0.01
C -2.780876 0.587382 -1.170402 -0.16 0.15 -0.06
C -3.033022 1.391270 0.069547 0.00 -0.04 0.04
C -1.725194 0.881871 -2.074584 0.12 -0.17 0.00
C -1.552420 0.211992 -3.330469 0.03 -0.17 0.12
C -0.469584 0.591548 -4.294170 0.02 0.03 0.02
C -2.439614 -0.802508 -3.608658 0.00 0.03 -0.02
C -0.803263 1.890518 -1.882663 -0.51 0.12 -0.82
O -0.061702 2.727046 -2.008618 0.22 0.15 0.37
O -0.006499 1.484645 0.435830 -0.25 -0.02 0.36
H -4.879073 -2.683532 -2.220624 0.00 0.01 0.00
H -3.993241 -2.966335 -3.735046 0.00 0.01 -0.01
H -5.274514 -1.763197 -3.667092 0.00 0.00 0.00
H -4.471976 -0.663201 -0.891882 0.01 -0.01 0.01
H -4.072806 1.283838 0.369932 0.00 0.03 -0.01
H -2.835075 2.452528 -0.085612 0.04 0.00 0.01
H -2.412954 1.047492 0.897099 0.01 0.00 -0.01
H 0.519799 0.560894 -3.832589 0.00 -0.01 0.00
H -0.628027 1.602783 -4.676919 0.00 -0.01 -0.01
H -0.466452 -0.087649 -5.141847 0.01 0.00 -0.01
H -2.337306 -1.341403 -4.542109 -0.01 0.00 -0.01
N 2.221929 7.376328 3.992317 0.00 0.00 0.00
C 2.043021 6.318093 3.578728 0.01 0.02 0.01
N 1.836908 5.115398 3.104097 0.00 -0.05 -0.02
C 1.657702 4.039636 2.682031 -0.08 0.05 0.07
N 1.467438 2.905589 2.235998 0.20 -0.03 -0.04
```
Positions in Å, forces in eV/Å.

---

# 5
C18H20N2O2 in the gas phase at a distorted geometry. Source: the Open Molecules 2025 dataset; level of theory: ωB97M-V/def2-TZVPD.

Summary:
- orbital gap (Eh) = 0.356
- relative energy (zero: lowest compared OMol25 entry of this formula, charge and spin) (kcal per mole) = 53.32
- HOMO level (Eh) = -0.324

Structure (XYZ):
```
42
Properties=species:S:1:pos:R:3:forces:R:3
C 6.708654 -2.582660 4.095143 0.00 0.05 0.05
C 5.491884 -2.177951 3.321759 -0.04 0.02 -0.06
C 5.569188 -1.189409 2.348381 0.02 -0.07 0.05
C 4.448110 -0.798837 1.640751 -0.16 -0.01 -0.03
C 3.214537 -1.390519 1.894356 0.29 -0.10 0.20
C 2.004697 -0.983213 1.145352 -0.29 0.14 -0.84
N 2.151847 -0.707983 -0.174726 0.06 0.06 -0.38
N 0.935043 -1.016706 1.844998 0.01 0.23 1.40
O -0.345948 -0.746657 1.322838 0.06 -0.72 -0.36
C -0.658973 0.284993 0.555844 -0.16 0.50 -0.33
O 0.117990 1.067232 0.054349 -0.09 -0.03 0.19
C -2.163849 0.358755 0.405778 0.18 0.07 -0.25
C -2.563576 0.896970 -0.965724 -0.11 0.00 0.31
C -4.075255 1.127287 -1.059332 0.30 -0.04 -0.14
C -4.445206 1.649911 -2.418081 -0.13 -0.02 0.10
C -4.802483 0.780218 -3.440060 0.00 0.01 0.03
C -5.113111 1.260383 -4.699987 -0.01 -0.05 -0.10
C -5.067192 2.620010 -4.955372 -0.02 0.03 -0.10
C -4.708014 3.495310 -3.944668 0.02 0.09 -0.04
C -4.398320 3.012085 -2.686095 -0.01 -0.03 0.01
C 3.129212 -2.370470 2.878899 -0.04 0.08 -0.13
C 4.254659 -2.758613 3.578066 0.06 0.06 -0.03
H 7.598007 -2.540961 3.470169 0.08 -0.03 0.01
H 6.856753 -1.902314 4.934449 0.07 -0.01 0.07
H 6.600522 -3.589060 4.491871 0.05 -0.06 0.04
H 6.519500 -0.716882 2.144076 0.09 0.04 -0.02
H 4.538235 -0.006446 0.910201 -0.02 0.05 -0.06
H 3.091834 -0.655416 -0.531325 -0.09 -0.10 0.06
H 1.481202 -0.079328 -0.601507 0.12 -0.03 0.18
H -2.526718 1.033771 1.186044 0.00 -0.04 0.06
H -2.585943 -0.629112 0.591298 -0.04 0.06 0.05
H -2.036139 1.835296 -1.146376 0.01 -0.05 -0.06
H -2.256836 0.190834 -1.740524 0.04 0.04 -0.05
H -4.376310 1.844064 -0.292301 -0.05 -0.04 0.05
H -4.593899 0.185188 -0.869224 -0.07 0.02 0.06
H -4.842272 -0.282411 -3.245269 -0.01 -0.11 0.04
H -5.393321 0.571959 -5.484188 -0.02 -0.05 -0.06
H -5.311774 2.996289 -5.937827 -0.02 0.03 -0.07
H -4.670664 4.557715 -4.137491 0.00 0.08 -0.01
H -4.120420 3.699399 -1.899568 0.02 0.08 0.10
H 2.169403 -2.817686 3.079503 -0.09 -0.06 0.03
H 4.174942 -3.525037 4.335520 -0.01 -0.09 0.06
```
Positions in Å, forces in eV/Å.